Record 1
C21H14F3N7 | the ωB97M-V functional and the def2-TZVPD basis

Last column: Mulliken charge in e.
CARTESIAN COORDINATES (ANGSTROEM)
N -3.8018 4.6302 -6.3424  -0.516
C -3.3381 3.9736 -5.5105  -0.006
C -2.8188 3.2012 -4.4471  0.364
C -3.3849 3.1580 -3.1774  -0.794
C -2.8483 2.3101 -2.1990  -0.265
C -1.7131 1.5238 -2.4308  -0.453
N -1.1905 0.7875 -1.3858  0.387
C -1.2316 -0.6790 -1.3213  -0.424
C -0.3340 -1.0145 -0.1248  -0.650
C 0.2265 0.3247 0.3383  1.145
C 1.1319 0.6185 1.3485  0.239
N 1.6957 -0.3788 2.1631  0.573
C 2.9317 -0.2669 2.7084  -0.346
C 3.1882 -1.3118 3.5028  -1.008
C 1.9908 -2.1222 3.4296  0.629
N 1.7081 -3.3408 4.1012  0.790
C 0.5497 -4.0209 3.9893  0.067
C 0.6741 -5.0914 4.7882  -0.771
C 1.9639 -4.9599 5.4308  -0.183
N 2.5982 -3.9125 4.9619  -1.228
N 1.1104 -1.5322 2.6335  -0.645
C 1.3976 1.9969 1.5313  -0.272
C 0.7743 2.9100 0.7409  -0.965
N -0.0423 2.5996 -0.2779  -0.684
C -0.3091 1.3109 -0.4474  -0.140
C -1.1118 1.5680 -3.6921  0.600
C 0.0967 0.7353 -4.0907  0.863
F 0.6948 1.4109 -5.1004  -0.289
F 1.0496 0.6180 -3.1276  -0.226
F -0.3094 -0.5071 -4.5397  -0.250
C -1.7287 2.3860 -4.6893  -0.844
H -4.3007 3.6856 -2.9574  0.461
H -3.2786 2.2943 -1.2149  0.476
H -2.2577 -1.0113 -1.1209  0.339
H -0.8158 -1.1372 -2.2191  0.230
H 0.4261 -1.6812 -0.4657  0.354
H -0.8664 -1.4778 0.6957  0.268
H 3.5867 0.5816 2.5851  0.373
H 4.0226 -1.5156 4.1245  0.483
H -0.3084 -3.7244 3.3844  0.351
H -0.0435 -5.9013 4.8695  0.361
H 2.4111 -5.7267 6.0950  0.375
H 2.1005 2.3341 2.2885  0.389
H 1.0309 3.9444 0.8916  0.397
H -1.3269 2.4106 -5.7199  0.442

Atomic forces in eV per Å
0.5 -0.6 0.6
-1.0 1.2 -1.1
0.5 -1.1 1.0
-0.2 -0.8 0.8
0.1 0.7 -0.8
-0.3 1.1 -0.9
0.6 -0.4 0.9
-0.1 0.3 0.4
0.0 0.6 0.5
0.6 -2.1 0.7
-1.6 0.3 -0.8
1.1 -0.6 1.1
0.7 1.1 0.0
-1.2 -2.0 0.7
0.7 1.5 -0.4
0.5 1.6 -0.8
-0.7 0.1 -0.4
0.3 -1.3 1.3
-0.9 -1.4 -0.7
-0.3 0.5 -0.1
-0.7 -0.3 -0.4
0.8 -1.1 1.0
0.1 -0.1 -1.0
-0.6 0.1 -0.4
-0.1 1.4 0.2
-1.3 0.6 -0.6
-0.3 0.9 -0.3
0.1 -1.0 0.0
-1.0 -0.5 -0.7
1.0 1.2 0.6
1.6 -0.8 -0.5
0.1 0.3 0.0
-0.1 -0.1 0.2
0.2 0.0 -0.4
-0.3 0.0 -0.1
0.7 -0.5 0.1
-0.1 -0.2 0.0
-0.2 0.1 -0.4
0.6 0.0 0.2
0.7 0.1 0.1
0.2 0.2 0.2
-0.1 1.0 -0.5
-0.2 -0.1 0.0
-0.2 0.3 -0.1
-0.1 -0.1 0.9

HOMO energy	-8.502	eV
SMILES	N#Cc1ccc(N2CCc3c(-n4ccc(-n5cccn5)n4)ccnc32)c(C(F)(F)F)c1
F_max	2.4	eV/A

Record 2
C21H14F5IrNO5SSi | the ωB97M-V functional and the def2-TZVPD basis

Last column: Mulliken charge in e.
CARTESIAN COORDINATES (ANGSTROEM)
Ir 0.3257 -0.3628 -0.1385  1.417
O -5.3480 2.4275 0.0606  -0.547
C -4.1010 1.9000 0.1016  1.158
C -3.7124 0.9956 1.0909  -0.489
C -2.4259 0.4913 1.0589  -0.023
N -1.5509 0.8421 0.1235  -0.348
C -1.9181 1.6820 -0.8413  0.256
C -3.1760 2.2501 -0.8833  -0.697
C -0.8751 1.8771 -1.9582  0.227
O -0.9817 2.8481 -2.6882  -0.703
O -0.0123 0.9550 -1.9969  -0.820
C -1.9503 -0.6074 2.0248  0.261
O -2.6422 -0.8567 2.9979  -0.734
O -0.8819 -1.1707 1.6621  -0.757
H -5.8916 2.0172 0.7461  0.298
H -4.3889 0.6694 1.8695  0.434
H -3.4304 2.9322 -1.6764  0.564
F -4.7051 -5.3847 0.2195  -0.313
C -3.5104 -4.7912 0.0375  0.426
C -3.4361 -3.4564 -0.3475  0.156
F -4.5620 -2.7382 -0.4910  -0.332
C -2.2084 -2.8755 -0.5981  -0.005
F -2.1775 -1.6050 -1.0392  -0.361
C -0.9981 -3.5636 -0.4095  0.555
S 0.5315 -2.8578 -0.7459  -0.481
C -1.1058 -4.9006 0.0146  0.085
F 0.0102 -5.6203 0.2235  -0.345
C -2.3308 -5.5089 0.2162  0.355
F -2.3922 -6.8029 0.5760  -0.304
C 3.4940 -0.1848 1.8499  -1.228
Si 2.6970 0.0594 0.0934  0.697
C 3.7083 -1.1592 -1.0453  -1.331
C 3.3316 1.7837 -0.5287  0.312
C 4.6830 1.9944 -0.7888  -0.192
C 5.1338 3.1701 -1.3598  -0.681
C 4.2339 4.1630 -1.7081  -0.362
C 2.8872 3.9831 -1.4417  -0.567
C 2.4512 2.8129 -0.8448  -0.159
H 4.5789 -0.2065 1.7894  0.360
H 3.1685 -1.1193 2.2950  0.319
H 3.2133 0.6155 2.5265  0.328
H 4.7609 -0.8925 -1.0690  0.418
H 3.3348 -1.1376 -2.0634  0.315
H 3.6314 -2.1811 -0.6913  0.353
H 5.3954 1.2183 -0.5505  0.239
H 6.1892 3.3017 -1.5610  0.358
H 4.5807 5.0706 -2.1855  0.352
H 2.1690 4.7418 -1.7212  0.401
H 1.3958 2.6857 -0.6527  0.133

Atomic forces in eV per Å
-3.1 -0.4 -0.2
0.0 0.0 0.0
0.4 -0.2 0.1
0.1 0.1 -0.2
-0.1 -0.3 0.4
0.7 0.3 0.0
0.1 0.2 -0.3
-0.1 0.0 0.2
-1.1 0.6 0.8
0.0 -0.1 -0.2
2.0 -1.6 0.6
-0.8 1.0 -0.2
-0.1 -0.1 0.1
2.3 -0.6 -0.7
0.1 0.1 -0.1
0.0 -0.1 0.1
0.0 0.1 -0.1
0.3 0.2 0.0
0.2 0.0 0.0
-0.2 -0.1 0.0
0.1 -0.2 0.0
0.4 -0.4 0.1
-0.2 -0.3 0.1
-1.2 0.1 0.3
1.9 1.7 0.0
0.3 0.5 -0.1
-0.4 0.1 0.0
-0.3 -0.1 -0.1
0.0 0.2 0.0
-0.9 0.1 -0.6
0.7 -0.9 -0.4
-0.7 0.5 0.6
-0.8 -0.5 0.2
0.0 -0.2 0.1
0.2 0.0 -0.1
0.0 0.1 0.0
0.0 0.2 -0.1
-0.1 0.0 0.0
0.2 0.1 -0.2
-0.1 -0.2 0.0
-0.1 0.2 0.1
0.2 0.1 0.1
-0.1 0.1 -0.2
-0.1 -0.2 0.1
0.1 -0.1 0.0
0.1 0.0 0.0
0.0 0.0 0.0
0.0 0.0 0.0
-0.1 0.0 0.0

HOMO energy	-5.404	eV
F_max	3.2	eV/A
net charge	-1

Record 3
C21H15AuN4S2 | the ωB97M-V functional and the def2-TZVPD basis

Last column: Mulliken charge in e.
CARTESIAN COORDINATES (ANGSTROEM)
Au 0.4510 -0.1919 -0.2422  0.220
S 1.0864 1.6009 -4.3579  -0.245
C 2.4453 0.6390 -3.9906  -0.487
C 2.3447 0.0814 -2.7528  -0.192
C 1.1462 0.4251 -2.0483  -0.461
C 0.3675 1.2582 -2.8213  0.040
C -0.9413 1.8457 -2.4608  1.013
C -1.5748 2.8009 -3.2624  -0.802
C -2.7871 3.3272 -2.8661  -0.320
C -3.3547 2.9021 -1.6727  -0.739
C -2.6627 1.9533 -0.9406  -0.237
N -1.4985 1.4322 -1.3167  -0.102
H 3.2452 0.5291 -4.7068  0.423
H 3.1125 -0.5610 -2.3435  0.366
H -1.1131 3.1302 -4.1845  0.274
H -3.2851 4.0683 -3.4793  0.412
H -4.3014 3.2902 -1.3223  0.363
H -3.0648 1.5830 -0.0023  0.379
N -0.9357 -2.7584 3.2522  -0.226
C -1.5947 -3.9462 2.8632  0.539
C -1.7434 -4.9937 3.7549  -0.615
C -2.3984 -6.1528 3.3594  -0.587
C -2.8747 -6.2721 2.0640  -0.591
C -2.6982 -5.2263 1.1657  -0.581
C -2.0835 -4.0511 1.5678  0.411
S -1.9594 -2.6835 0.4593  -0.171
N -0.6469 -1.8248 1.1123  -0.286
C -0.3444 -1.9187 2.3433  0.786
C 0.7380 -1.0178 2.8568  0.436
C 1.5486 -1.3543 3.9291  -0.784
C 2.5314 -0.4541 4.3156  -0.441
C 2.6566 0.7360 3.6255  -0.574
C 1.8070 0.9767 2.5533  -0.213
N 0.8707 0.1136 2.1743  -0.275
H -0.6086 -2.7121 4.2000  0.211
H -1.3553 -4.9016 4.7636  0.313
H -2.5265 -6.9620 4.0661  0.371
H -3.3754 -7.1765 1.7458  0.376
H -3.0568 -5.3161 0.1471  0.390
H 1.4489 -2.3077 4.4309  0.385
H 3.1948 -0.6893 5.1376  0.422
H 3.4048 1.4683 3.8953  0.376
H 1.8800 1.8845 1.9676  0.423

Atomic forces in eV per Å
0.3 -0.4 -0.3
0.0 0.1 -0.1
0.0 0.0 0.0
0.0 0.0 0.2
-0.3 0.2 0.0
-0.2 0.0 0.2
0.3 -0.2 0.0
0.0 0.0 -0.1
0.0 0.0 0.0
0.0 0.0 0.0
0.0 0.0 0.0
-0.2 0.1 0.0
0.0 0.0 0.0
0.0 0.0 0.0
0.0 0.0 0.0
0.0 0.0 0.0
0.0 0.0 0.0
0.0 0.0 0.0
-0.2 0.0 -0.1
0.1 0.1 0.1
0.0 0.0 0.0
0.0 0.0 0.0
0.0 0.0 0.0
0.0 0.0 0.0
0.0 -0.1 0.0
0.0 0.1 0.0
0.1 0.1 -0.1
0.2 0.1 0.3
-0.2 -0.2 -0.1
0.0 0.0 0.1
0.0 -0.1 0.0
0.0 0.1 -0.1
0.0 -0.1 0.0
0.1 0.2 0.1
0.0 0.0 0.1
0.0 0.0 0.0
0.0 0.0 0.0
0.0 0.0 0.0
0.0 0.0 0.0
0.0 0.0 0.0
0.0 0.0 0.0
0.0 0.0 0.0
0.0 0.0 0.0

HOMO energy	-7.108	eV
F_max	0.6	eV/A

Record 4
C21H15BaN3S2 | the ωB97M-V functional and the def2-TZVPD basis

Last column: Mulliken charge in e.
CARTESIAN COORDINATES (ANGSTROEM)
Ba -0.5478 0.0882 0.0041  1.007
C 0.6378 -0.0017 -4.7168  -0.715
C 2.0165 -0.0037 -4.8227  -0.509
C 2.7903 0.0010 -3.6741  -0.513
C 2.1677 0.0074 -2.4295  0.572
N 0.8330 0.0122 -2.3399  -0.059
C 0.0909 0.0072 -3.4454  -0.121
C 2.9525 0.0058 -1.1541  0.389
C 4.3438 -0.0071 -1.1865  -0.649
C 5.0418 -0.0130 0.0031  -0.962
C 4.3468 -0.0078 1.1948  -0.624
C 2.9550 0.0053 1.1670  0.405
N 2.2807 0.0132 0.0072  0.066
C 2.1754 0.0063 2.4456  0.514
C 2.8076 0.0005 3.6862  -0.513
C 2.0452 -0.0050 4.8417  -0.506
C 0.6656 -0.0043 4.7472  -0.703
C 0.1101 0.0042 3.4804  -0.147
N 0.8394 0.0100 2.3662  -0.040
H 0.0010 -0.0066 -5.5891  0.408
H 2.4919 -0.0098 -5.7947  0.434
H 3.8645 -0.0012 -3.7693  0.315
H -0.9849 0.0081 -3.2977  0.486
H 4.8867 -0.0138 -2.1175  0.282
H 6.1235 -0.0235 0.0020  0.429
H 4.8929 -0.0153 2.1237  0.279
H 3.8824 -0.0005 3.7723  0.316
H 2.5293 -0.0105 5.8092  0.434
H 0.0357 -0.0099 5.6246  0.411
H -0.9673 0.0043 3.3471  0.485
S -2.8429 -1.7036 -0.1847  -0.628
C -4.2894 -0.6871 -0.1048  0.409
C -5.5102 -1.3731 -0.0154  -0.542
C -6.7276 -0.7236 0.0619  -0.486
C -6.7555 0.6644 0.0592  -0.489
C -5.5653 1.3624 -0.0207  -0.535
C -4.3172 0.7266 -0.1074  0.437
S -2.9126 1.8007 -0.1908  -0.635
H -5.4746 -2.4554 -0.0105  0.320
H -7.6443 -1.2975 0.1264  0.329
H -7.6946 1.2010 0.1214  0.329
H -5.5736 2.4453 -0.0198  0.319

Atomic forces in eV per Å
-1.0 0.0 0.0
0.1 0.0 0.0
-0.1 0.0 0.0
0.0 0.0 0.0
-0.1 0.0 -0.3
0.3 0.0 -0.1
-0.1 0.0 0.1
0.1 0.0 0.2
0.0 0.0 0.0
0.0 0.0 0.0
0.0 0.0 0.0
0.1 0.0 -0.2
0.4 0.0 0.0
-0.1 0.0 0.3
0.0 0.0 0.0
0.0 0.0 0.0
0.1 0.0 0.0
0.0 0.0 -0.1
0.3 0.0 0.1
0.0 0.0 0.0
0.0 0.0 0.0
0.0 0.0 0.0
0.0 0.0 0.0
0.0 0.0 0.0
0.0 0.0 0.0
0.0 0.0 0.0
0.0 0.0 0.0
0.0 0.0 0.0
0.0 0.0 0.0
0.0 0.0 0.0
0.2 0.0 -0.1
-0.2 0.1 0.1
0.1 0.0 0.0
0.0 0.0 0.0
0.0 0.0 0.0
0.1 0.0 0.0
-0.2 -0.1 0.1
0.2 0.0 -0.1
0.0 0.0 0.0
0.0 0.0 0.0
0.0 0.0 0.0
0.0 0.0 0.0

HOMO energy	-5.539	eV
F_max	1.0	eV/A

Number 1: E_tot -40586.253 eV, Kohn-Sham gap 0.3093 Ha, LUMO energy -0.09 eV. Number 2: E_tot -68873.277 eV, Kohn-Sham gap 0.2507 Ha, LUMO energy 1.42 eV. Number 3: E_tot -53342.909 eV, Kohn-Sham gap 0.2526 Ha, LUMO energy -0.23 eV. Number 4: E_tot -48857.072 eV, Kohn-Sham gap 0.1585 Ha, LUMO energy -1.23 eV.